A molecular structure, C5H8O2 at a distorted geometry, computed with ωB97M-V/def2-TZVPD.

Output
- highest occupied orbital energy (eV) = -9.35
- energy (Eh) = -345.67039
- M (g mol⁻¹) = 100.12
- net charge = 0
- multiplicity = 1

Geometry as XYZ:
```
15
Properties=species:S:1:pos:R:3:forces:R:3
O 1.428664 -0.543727 1.152208 -0.3207 0.0848 -0.0812
O 0.657499 -2.014370 -0.983716 0.0306 0.0284 0.2564
C 0.016870 -0.433843 1.411677 -1.2223 1.1976 -1.8264
C -1.360671 1.162760 -0.307983 0.1694 0.1952 -0.0074
C -0.260622 0.192664 0.014851 0.4036 0.7060 0.1243
C 0.513410 -0.630373 -1.004663 -0.0958 0.4082 -0.1177
C 1.234370 0.228912 -0.036425 0.7855 0.4420 -0.5878
H -1.602846 1.757374 0.578307 0.0090 0.0492 -0.1330
H -1.030054 1.845891 -1.094768 -0.1181 0.0398 0.0268
H 0.475445 -0.237070 -2.018702 -0.1891 -0.0463 0.1695
H -2.292444 0.691333 -0.657867 0.3920 -0.0781 0.1627
H -0.127190 0.285365 2.221923 -0.5087 -0.6504 0.0245
H -0.676476 -1.191724 1.115375 0.0665 -2.2624 2.3346
H 1.184140 -2.215434 -0.192528 -0.0650 -0.0247 -0.1389
H 1.839900 1.102244 -0.197685 0.6632 -0.0894 -0.2063
```
Forces are in eV/Å.


A single C5H11NO molecule at a distorted geometry, computed with ωB97M-V/def2-TZVPD.

Output
- highest occupied orbital energy (eV) = -8.72
- energy (Eh) = -326.98879
- M (g mol⁻¹) = 101.15
- net charge = 0
- SMILES = CCC(C)(C)N=O
- multiplicity = 1

Geometry as XYZ:
```
18
Properties=species:S:1:pos:R:3:forces:R:3
O -0.719715 2.418454 -1.482360 0.3835 -0.3736 0.4825
N -1.187627 1.324689 -1.395937 -0.4332 0.1247 0.1695
C -0.724577 0.406675 -0.270750 1.7137 -0.9667 -0.4930
C 0.735297 0.714465 0.359292 -1.0666 -0.2483 1.0868
C -0.776588 -1.017671 -1.091118 1.2595 0.6358 0.6619
C 2.055195 0.151991 -0.200495 -0.5837 1.0210 -1.5833
C -1.772237 0.511875 0.888060 2.7926 -0.7283 0.9704
H 1.995987 -0.940414 -0.279404 0.5159 0.3314 0.1659
H 0.848277 1.805144 0.499985 -0.3028 -0.3779 -0.2051
H 0.669276 0.296782 1.419975 -0.0487 0.5250 -1.2337
H 2.348706 0.594981 -1.198115 -0.7208 -0.6578 0.6674
H -0.247676 -1.858892 -0.593913 0.6461 0.9484 -0.0552
H -1.613924 -0.412557 1.501718 -0.2130 0.8386 -0.3083
H 2.847109 0.566795 0.419877 0.1170 -0.7064 0.4264
H -1.741956 -1.476585 -0.999490 -1.0874 0.4901 -0.7850
H -2.741570 0.506440 0.558940 -2.4864 -0.1535 -1.1457
H -1.686843 1.402994 1.558386 0.4728 -0.6118 -0.7306
H -0.372025 -0.918381 -2.173226 -0.9587 -0.0908 1.9092
```
Forces are in eV/Å.


A gas-phase ion, C2H8N3O (charge +1) at a distorted geometry, computed with ωB97M-V/def2-TZVPD.

Output
- highest occupied orbital energy (eV) = -15.02
- energy (Eh) = -320.26249
- M (g mol⁻¹) = 90.11
- net charge = +1
- SMILES = NC(=[NH2+])NCO
- multiplicity = 1

Geometry as XYZ:
```
14
Properties=species:S:1:pos:R:3:forces:R:3
O -2.148482 0.603350 0.218595 -0.4912 -1.0022 1.6246
N 2.212200 -0.314050 0.096100 -0.6612 2.5189 0.9800
N 0.687925 1.398914 -0.195128 0.6515 0.1848 0.3661
N -0.048992 -0.811422 -0.136712 -0.9122 -0.2852 0.9503
C -1.706609 -0.573819 -0.282519 1.4687 -2.2713 -2.3918
C 0.940223 0.087959 -0.047849 -1.5541 0.3433 -0.9023
H -2.198683 -1.555694 0.169179 1.3154 2.1419 -0.8960
H 2.514443 -1.230452 -0.024790 0.3422 -1.6557 0.0585
H 1.266215 2.174903 0.073769 1.0671 -0.5275 -0.0361
H -0.158013 1.793538 -0.505913 -1.6086 -0.4757 -0.0814
H -2.572904 0.354516 1.080397 0.4871 0.9988 -0.8549
H 0.259735 -1.680636 0.322874 -0.7107 0.4001 -0.6568
H -1.778846 -0.576260 -1.443285 -0.1144 -0.0217 2.1538
H 2.731788 0.329154 0.675288 0.7202 -0.3486 -0.3139
```
Forces are in eV/Å.


3 unconnected molecules or ions with the total composition C2H10N3S at a distorted geometry, computed with ωB97M-V/def2-TZVPD.

Output
- highest occupied orbital energy (alpha / beta) (eV) = -9.88 / -13.05
- energy (Eh) = -644.22792
- M (g mol⁻¹) = 108.19
- net charge = +1
- multiplicity = 3

Geometry as XYZ:
```
16
Properties=species:S:1:pos:R:3:forces:R:3
S 1.038298 3.625710 -0.768468 0.5780 -2.2511 -0.2297
N 1.106356 -3.427989 0.459854 3.2760 -3.0315 0.2159
N -0.766967 1.215751 0.912435 3.6238 -3.7634 0.0288
N -1.460773 0.375605 -1.204633 -0.6856 0.0392 0.8422
C -0.796978 0.309183 -0.087345 0.9829 0.4324 1.2638
C 0.071415 -2.623270 0.506867 -3.2369 -0.8581 3.2710
H 2.362267 3.273324 -0.569343 -1.0155 0.5326 -0.1160
H -0.768966 -2.960696 1.246627 0.7710 1.3984 -1.7880
H -0.227928 -0.678448 -0.061669 -0.0711 1.4916 1.0354
H 1.560659 -3.459253 -0.432523 0.4454 -0.4639 -0.3336
H 1.171750 4.883956 -0.575447 0.4378 1.7460 0.3303
H -2.220294 1.059931 -1.284929 0.3555 -0.6053 -0.7300
H -1.400747 -0.539859 -1.642980 -0.9203 0.6788 -0.8500
H 0.137048 1.155233 1.504619 -2.3665 0.0802 -1.0688
H -1.185267 2.092345 0.911792 -0.9613 1.7222 -0.4212
H 1.380127 -4.301526 1.085149 -1.2134 2.8520 -1.4503
```
Forces are in eV/Å.


- The highest energy belongs to which entry?
  C2H8N3O


- What is the formula in the first record?
  C5H8O2